Molecular formula: C4H8F3IrO5S
Method: DFT, ωB97M-V/def2-TZVPD

Properties
Total energy (Ha): -1334.55362
Energy above the lowest of the compared OMol25 structures with the same formula, charge and spin (kcal/mol): 14.5
Lowest unoccupied orbital energy (spin up / spin down) (eV): -8.967 / -11.745
HOMO level (spin up / spin down) (eV): -18.2 / -19.2
Molecular weight (g mol⁻¹): 417.381
Net charge: +2
HOMO-LUMO gap (spin up / spin down) (eV): 9.25 / 7.49
Multiplicity: 5

Element x y z (Å)
Ir  1.718  0.376  1.187
F  0.301  1.457  -1.833
C  0.180  -2.633  -3.304
H  0.943  -2.950  -4.017
C  0.430  0.423  3.226
H  -1.534  2.129  2.410
F  -1.261  0.378  -2.862
H  0.714  1.036  4.103
O  1.351  -0.499  2.852
O  0.340  1.335  2.086
F  -1.486  0.893  -0.789
S  0.165  -1.080  -1.202
H  -0.526  2.933  1.188
H  -0.690  -2.219  -3.823
O  1.340  -0.734  -0.209
H  -0.579  -0.011  3.366
O  -0.848  -1.928  -0.621
C  -0.512  2.457  2.174
C  -0.635  0.534  -1.720
H  -0.137  3.140  2.950
H  -0.102  -3.454  -2.636
O  0.828  -1.584  -2.527